Molecular formula: C20H47Br3Cl3O12P3
Method: DFT, ωB97M-V with the def2-TZVPD basis set

Last column: Mulliken charge in e.
CARTESIAN COORDINATES (ANGSTROEM)
C 0.18100 4.67671 0.06415  0.0815
Br -1.50154 3.76277 0.58592  -0.0303
Br 1.42216 4.98414 1.58264  -0.0616
Br -0.42027 6.34189 -0.74575  -0.0732
H 0.75142 4.10119 -0.65330  0.0255
C 2.95500 -1.14318 0.44185  -1.5958
C 2.91824 -1.05030 1.95383  -0.7760
O 4.18747 -1.46444 2.52173  -0.5232
P 4.41284 -2.99519 2.91443  1.2059
O 3.34597 -3.66133 3.67294  -0.7845
O 4.86733 -3.71234 1.57600  -0.2787
C 4.70826 -5.14053 1.42517  -0.3820
C 6.01623 -5.86553 1.53519  -1.3401
O 5.77146 -2.95584 3.77769  -0.3604
C 5.90087 -2.35267 5.06247  -0.2086
C 5.83804 -3.49271 6.09523  -1.1351
H 2.19146 -0.56107 -0.06470  0.6567
H 3.92289 -0.79112 0.07205  0.3713
H 2.96742 -2.14462 0.00294  -0.7474
H 2.96400 -0.00455 2.26534  0.1192
H 2.10033 -1.52674 2.49470  1.1437
H 3.90279 -5.46017 2.08748  0.4704
H 4.31740 -5.34382 0.42529  0.3020
H 6.43902 -5.82079 2.53929  0.3086
H 5.83851 -6.93554 1.40213  0.4047
H 6.65528 -5.48961 0.73905  0.3081
H 6.80176 -1.75530 5.17357  0.3829
H 5.02581 -1.72675 5.24868  0.2225
H 5.01290 -4.16778 5.87835  0.2869
H 6.74623 -4.10023 6.10400  0.2948
H 5.76140 -3.12226 7.11975  0.3708
C -2.59462 -2.10267 -1.02411  -1.5899
C -2.03891 -0.66951 -1.00474  0.7594
O -1.16830 -0.47069 0.11419  -0.3359
P 0.38894 -0.20416 -0.08268  -0.0078
O 0.74938 1.07223 -0.69387  -0.5128
O 0.96513 -1.51309 -0.82299  -0.2664
C 1.00060 -2.77640 -0.20768  -0.6373
C 2.26521 -3.07600 0.57875  -0.6317
O 0.94046 -0.38590 1.40844  0.3515
C 0.60702 0.50160 2.45916  -0.2715
C 1.88015 1.24580 2.89701  -1.1645
H -1.80830 -2.70310 -1.49330  0.3213
H -2.87531 -2.51834 -0.06186  0.3154
H -3.38914 -2.11539 -1.77154  0.4356
H -1.58139 -0.47071 -1.97183  -0.0022
H -2.93195 -0.06178 -0.85865  -0.0446
H 0.14146 -2.95722 0.44886  0.3884
H 0.92125 -3.54479 -0.98308  0.4163
H 2.21313 -4.15026 0.76617  0.3537
H 3.20218 -2.84394 0.07142  1.1927
H 2.28047 -2.51107 1.50961  0.3884
H 0.03622 1.37380 2.12196  0.1030
H 0.18061 -0.05533 3.28865  0.4656
H 1.68249 1.83326 3.79612  0.5371
H 2.51910 0.46009 3.31786  0.4028
H 2.34160 1.80626 2.09131  0.2023
C -5.97323 3.90205 0.27884  -1.3264
C -5.01896 3.26649 -0.73805  0.6955
O -5.44618 3.42119 -2.09662  -0.2344
P -4.70479 2.55017 -3.20448  0.4814
O -3.88079 1.42128 -2.77074  -0.1864
O -3.97031 3.66725 -4.10860  -0.3751
C -2.59738 3.90441 -3.79545  0.5628
C -2.56695 5.33629 -3.20094  -1.0340
O -5.96684 2.22160 -4.13917  -0.3630
C -6.27557 0.92423 -4.71772  -0.2548
C -7.80531 0.98068 -4.79787  -1.0933
H -6.07389 4.95524 0.03019  0.3315
H -6.92909 3.39092 0.17338  0.3478
H -5.50241 3.73297 1.24462  0.3614
H -4.05868 3.78811 -0.64965  -0.3455
H -4.66875 2.26591 -0.47356  0.1633
H -2.26914 3.21244 -3.02397  -0.4222
H -2.03301 3.82342 -4.72216  0.4118
H -2.72684 5.33220 -2.12451  0.1025
H -1.60009 5.80754 -3.40803  0.3654
H -3.26279 6.00436 -3.70650  0.3026
H -5.81059 0.99311 -5.70233  0.3120
H -5.84796 0.10106 -4.14839  0.2973
H -8.20429 0.00155 -5.07100  0.3939
H -8.18838 1.31097 -3.83643  0.2856
H -8.08277 1.68399 -5.57994  0.2593
C 0.27945 1.55729 -2.48758  0.9210
Cl 1.60114 0.40850 -2.30052  -0.2792
Cl -0.95148 1.04129 -3.68189  -0.1306
Cl 0.90706 3.16335 -2.86157  -0.1562
H -0.30035 1.58514 -1.57065  -0.2213

Summary:
- DFT total energy (eV) = -321624.2092
- relative energy (zero: lowest compared OMol25 entry of this formula, charge and spin) (kJ/mol) = 1376.3
- frontier orbital gap (eV) = 7.842
- molecular weight (g mol⁻¹) = 918.6


Molecular formula: C19H34BrCl5CsIN6NaO14V
Method: DFT, ωB97M-V with the def2-TZVPD basis set

Last column: Mulliken charge in e.
CARTESIAN COORDINATES (ANGSTROEM)
C 1.37136 3.59031 5.22530  -1.1037
C 1.92988 3.66895 3.80564  -0.3539
I 4.10074 3.59886 3.89715  -0.0077
C 1.48263 2.56159 2.82677  -0.1169
C 0.19136 1.88822 3.10547  0.0297
C -0.07255 0.79177 3.82088  1.4877
C 0.86472 -0.10195 4.56295  -1.8239
C 1.86692 -0.82913 3.60796  1.3560
N 1.91744 -2.25595 3.82994  -0.6008
N 1.48115 -0.70377 2.20639  -0.4858
N 3.22104 -0.32374 3.94123  -0.5485
C -1.55194 0.57231 3.75852  -0.1478
O -2.18276 -0.10363 4.50679  -0.5355
O -2.02745 1.32084 2.72803  -0.2086
C -1.08841 2.35218 2.53946  0.0979
O -1.34595 3.36010 1.99301  -0.4157
H 0.51204 4.24362 5.33710  0.3432
H 1.10094 2.58641 5.52985  0.2055
H 2.12495 3.92815 5.92838  0.4674
H 1.62939 4.62644 3.40061  0.6585
H 1.42555 3.01815 1.83870  0.4845
H 2.28305 1.83618 2.78129  -0.4578
H 1.42739 0.45774 5.30479  0.4142
H 0.28162 -0.85913 5.07431  0.3608
H 2.49266 -2.47056 4.62987  0.2188
H 0.98990 -2.64379 3.93055  0.1475
H 1.50031 0.25172 1.87320  0.2084
H 2.17967 -1.20274 1.66265  0.3368
H 3.79305 -0.42007 3.12363  -0.1667
H 3.19098 0.65962 4.18330  0.1857
Na 4.76845 0.26363 1.93633  0.8054
O -5.12954 4.86166 -0.68103  -0.6901
Cl -4.02956 4.29616 0.05526  1.8191
O -3.61075 5.23301 1.07706  -0.7203
O -2.91355 4.03846 -0.84846  -0.7374
O -4.43837 3.05988 0.67101  -0.6413
C -5.01422 4.23510 -4.87112  0.2599
Cl -6.70293 3.72478 -4.68540  -0.1155
Cl -4.97512 5.91463 -5.46568  -0.1479
Cl -4.17112 4.13142 -3.35382  0.0699
Cl -4.25382 3.18182 -6.08360  -0.1214
N -5.81350 0.43118 -3.34093  1.2111
O -5.14024 1.21891 -2.71454  -0.4342
O -6.59003 -0.37844 -2.73363  -0.9400
O -5.77273 0.38849 -4.60058  -0.7188
C 5.33787 1.71178 -3.67938  -1.0847
C 6.36930 1.89067 -2.62554  0.5183
O 6.32053 1.55970 -1.47798  -0.4895
N 7.67876 2.54581 -3.04724  -0.1836
C 7.74101 4.00171 -2.64712  -0.8387
H 4.52515 1.11796 -3.27404  0.3287
H 4.94779 2.68060 -4.00179  0.3461
H 5.76111 1.19489 -4.54599  0.4064
H 7.84180 2.44023 -4.05100  0.4107
H 8.39043 2.04899 -2.50155  0.3756
H 6.92429 4.53225 -3.12679  0.3538
H 8.69455 4.39919 -2.98455  0.3809
H 7.66862 4.05844 -1.56676  0.3343
C -3.67462 -2.38412 -3.69976  -1.1705
C -3.15396 -1.60828 -4.90607  0.0587
O -2.69440 -2.42784 -5.95669  -0.3689
H -2.90093 -3.03033 -3.27729  0.3072
H -3.99576 -1.69167 -2.91928  0.3178
H -4.53432 -2.99806 -3.97012  0.3454
H -2.35668 -0.95008 -4.55144  0.2176
H -3.95170 -0.91724 -5.19162  0.2023
Cs -8.32021 -0.73980 -4.23333  0.9405
O -6.60794 -7.90180 -6.15635  -1.0095
V -7.01276 -6.25688 -6.21049  1.3293
O -7.36240 -4.59223 -6.23666  -1.0287
C 0.41010 -5.45320 1.08938  -0.9271
C 0.36352 -6.71359 1.94697  -0.4219
C -0.55572 -6.57116 3.16460  -0.4655
C -0.05865 -5.58235 4.11699  0.3264
N 0.32305 -4.79794 4.86228  -0.4923
H 0.83463 -4.61187 1.64162  0.1495
H 1.02811 -5.61793 0.20694  0.3248
H -0.58756 -5.17099 0.75095  0.3261
H 1.37234 -6.97409 2.27201  0.2923
H 0.00097 -7.54493 1.34158  0.3129
H -0.64241 -7.53036 3.67678  0.2953
H -1.56157 -6.29101 2.84843  0.2912
Br -3.52779 -3.91493 -6.50404  0.0610

Summary:
- DFT total energy (eV) = -229243.6149
- frontier orbital gap (eV) = 0.890
- molecular weight (g mol⁻¹) = 1161.4


Molecular formula: C9H14S
Method: DFT, ωB97M-V with the def2-TZVPD basis set

Last column: natural (NBO) charge in e.
CARTESIAN COORDINATES (ANGSTROEM)
C -2.32056 0.24939 -1.12955  -0.7579
C -2.04716 -2.26498 -0.28459  -0.7942
S -2.49393 -0.72835 0.39330  0.2283
H -1.29711 0.51501 -1.25236  0.2204
H -2.67825 -0.19397 -2.13586  0.2162
H -2.91179 1.14498 -1.18450  0.2261
H -2.60281 -3.02481 0.14282  0.2231
H -0.97728 -2.53500 -0.14470  0.2087
H -2.12403 -2.53163 -1.37599  0.2305
C 1.58745 -0.32963 2.36446  -0.6605
C 1.55629 0.19163 -1.37798  -0.1857
C 1.93716 -0.29483 -0.14217  -0.2126
C 1.09040 1.55686 -1.33433  -0.2450
C 1.31324 0.33806 1.04506  0.0178
C 0.61364 2.13815 -0.19003  -0.2097
C 0.70294 1.60871 1.09941  -0.2298
H 1.76312 -0.34468 -2.30051  0.2157
H 2.25761 -1.20905 -0.07995  0.1919
H 1.00964 2.09045 -2.35177  0.2168
H 0.04632 3.11083 -0.32666  0.2116
H 0.94771 -1.18615 2.56100  0.2202
H 1.51502 0.30418 3.26453  0.2122
H 0.51543 2.00124 2.09726  0.2330
H 2.59694 -0.60642 2.64310  0.2231

Summary:
- structure (SMILES) = Cc1ccccc1.CSC
- DFT total energy (eV) = -20392.9682
- relative energy (zero: lowest compared OMol25 entry of this formula, charge and spin) (kJ/mol) = 223.6
- frontier orbital gap (eV) = 9.137
- molecular weight (g mol⁻¹) = 154.3